{"formula": "C17H13IN2O2PtSTe", "method": "ωB97M-V with the def2-TZVPD basis set", "species": ["Pt", "I", "Te", "S", "O", "O", "N", "N", "C", "C", "C", "C", "C", "C", "C", "C", "C", "C", "C", "C", "C", "C", "C", "C", "C", "H", "H", "H", "H", "H", "H", "H", "H", "H", "H", "H", "H", "H"], "xyz": [[1.2842, 1.4891, 0.6396], [0.9091, 1.3580, 3.2365], [1.3282, 3.1491, -1.2456], [-1.1912, 5.1032, -2.1833], [-4.8372, -4.3170, -0.1209], [-5.4016, -2.6483, 1.2095], [0.6328, -0.8787, 0.2167], [3.0611, 0.3660, 0.0514], [4.1039, -1.7221, -0.4444], [-0.4974, 4.1057, -0.9687], [-1.0171, -2.4507, -0.6655], [-2.5430, 5.4621, -1.2037], [1.6627, -1.5797, -0.0250], [-2.7836, -1.6414, 1.3160], [-4.5568, -3.1740, 0.5439], [-2.2813, -3.0124, -0.5929], [-1.5288, -1.0680, 1.2494], [4.2515, 0.9599, -0.0261], [5.4108, 0.2645, -0.3249], [-1.2857, 4.0726, 0.1504], [5.3370, -1.1020, -0.5423], [-2.4614, 4.8487, 0.0113], [-0.6347, -1.4924, 0.2699], [-3.1696, -2.6230, 0.4046], [2.9834, -0.9577, -0.1450], [-4.0428, -4.6805, -0.5283], [-3.2122, 4.9472, 0.7810], [-3.4925, -1.3320, 2.0709], [6.3495, 0.7961, -0.3795], [-2.5588, -3.7241, -1.3623], [1.6221, -2.6646, -0.1421], [-1.0217, 3.5138, 1.0379], [6.2229, -1.6752, -0.7781], [-3.3302, 6.1023, -1.5671], [-1.2192, -0.3078, 1.9542], [3.9982, -2.7881, -0.5918], [4.2591, 2.0245, 0.1671], [-0.3501, -2.7233, -1.4728]], "lowdin_spin": [1.07, 0.12, 0.49, 0.01, 0.00, 0.00, 0.04, 0.10, 0.00, 0.05, 0.00, 0.04, 0.00, 0.00, 0.00, 0.00, 0.00, 0.00, 0.00, 0.04, -0.01, 0.00, 0.00, 0.00, 0.01, 0.00, 0.00, 0.00, 0.00, 0.00, 0.00, 0.01, 0.00, 0.00, 0.00, 0.00, 0.00, 0.00], "lumo_ev": [-1.29, -1.73], "charge": 0, "multiplicity": 3, "orbital_gap_ev": [6.26, 5.95], "homo_ha": [-0.2772, -0.2825]}


{"formula": "C17H18AuF6N4O5Sb", "method": "ωB97M-V with the def2-TZVPD basis set", "species": ["Au", "Sb", "F", "F", "F", "F", "F", "F", "O", "O", "O", "O", "O", "N", "N", "N", "N", "C", "C", "C", "C", "C", "C", "C", "C", "C", "C", "C", "C", "C", "C", "C", "C", "C", "H", "H", "H", "H", "H", "H", "H", "H", "H", "H", "H", "H", "H", "H", "H", "H", "H", "H"], "xyz": [[0.3004, -0.3936, -0.6062], [-1.2309, 1.1904, 3.3583], [-2.3923, 1.6209, 1.8997], [-0.0038, 0.6905, 4.6804], [-0.2647, 2.7973, 3.0416], [-0.1166, 0.3744, 2.0272], [-2.1668, -0.4513, 3.5303], [-2.3820, 2.0447, 4.5585], [-7.3174, 0.6341, 0.0534], [-7.1388, -0.3509, 2.1121], [0.8415, -2.2476, -0.7125], [-1.6347, -0.8608, -0.6605], [-2.5023, 0.8494, -1.8430], [1.0902, 3.4173, 0.6057], [3.5756, 1.2712, 0.9898], [2.2022, 0.0170, -0.1209], [0.2017, 1.6858, -0.3859], [-3.7166, -0.8261, 1.1068], [-0.7331, -3.5301, -2.0357], [2.3778, 1.2225, 0.3987], [-5.9619, -0.4021, 1.5090], [3.2969, -0.7510, 0.1693], [-6.0747, 0.2139, 0.2237], [-0.1166, -3.3066, -0.6677], [-0.1742, 3.7803, 0.2186], [-0.7185, 2.7014, -0.4049], [-4.7758, -0.9335, 1.9758], [1.2789, 2.1471, 0.2410], [-3.8228, -0.1975, -0.1781], [-2.5702, -0.0244, -1.0102], [-8.0545, 0.3083, 1.2366], [-5.0011, 0.3331, -0.6442], [4.1705, 0.0315, 0.8549], [0.6552, -4.5195, -0.1728], [-8.4070, 1.2253, 1.7048], [-0.8971, -3.0642, 0.0571], [1.6828, 3.9608, 1.2115], [3.9653, 2.0530, 1.4906], [0.0425, -3.8022, -2.7533], [-4.6703, -1.3655, 2.9595], [1.4747, -4.7492, -0.8555], [-1.4666, -4.3366, -1.9988], [1.0635, -4.3386, 0.8205], [-5.0674, 0.8300, -1.6012], [-0.5731, 4.7566, 0.4230], [-0.0046, -5.3867, -0.1270], [-1.6780, 2.5919, -0.8733], [5.1474, -0.1751, 1.2519], [-8.8645, -0.3713, 0.9799], [-1.2352, -2.6290, -2.3926], [3.3543, -1.7815, -0.1330], [-2.7513, -1.2066, 1.4034]], "lowdin_spin": [0.00, 0.00, 0.01, 0.00, 0.00, 0.00, 0.00, 0.00, 0.16, 0.14, 0.00, 0.01, 0.02, 0.00, 0.00, 0.00, 0.00, 0.14, 0.00, 0.00, 0.16, 0.00, 0.18, 0.00, 0.00, 0.00, -0.01, 0.00, 0.15, 0.01, 0.01, 0.00, 0.00, 0.00, 0.01, 0.00, 0.00, 0.00, 0.00, 0.00, 0.00, 0.00, 0.00, 0.00, 0.00, 0.00, 0.00, 0.00, 0.01, 0.00, 0.00, 0.00], "lumo_ev": [-3.68, -6.36], "charge": 1, "e_above_lowest_kj_mol": 172.7, "multiplicity": 2, "orbital_gap_ev": [8.32, 5.65], "homo_ha": [-0.4412, -0.4412]}


{"formula": "C47H111N2O15", "method": "ωB97M-V with the def2-TZVPD basis set", "species": ["O", "O", "O", "O", "O", "O", "O", "O", "O", "O", "O", "O", "O", "O", "O", "N", "N", "C", "C", "C", "C", "C", "C", "C", "C", "C", "C", "C", "C", "C", "C", "C", "C", "C", "C", "C", "C", "C", "C", "C", "C", "C", "C", "C", "C", "C", "C", "C", "C", "C", "C", "C", "C", "C", "C", "C", "C", "C", "C", "C", "C", "C", "C", "C", "H", "H", "H", "H", "H", "H", "H", "H", "H", "H", "H", "H", "H", "H", "H", "H", "H", "H", "H", "H", "H", "H", "H", "H", "H", "H", "H", "H", "H", "H", "H", "H", "H", "H", "H", "H", "H", "H", "H", "H", "H", "H", "H", "H", "H", "H", "H", "H", "H", "H", "H", "H", "H", "H", "H", "H", "H", "H", "H", "H", "H", "H", "H", "H", "H", "H", "H", "H", "H", "H", "H", "H", "H", "H", "H", "H", "H", "H", "H", "H", "H", "H", "H", "H", "H", "H", "H", "H", "H", "H", "H", "H", "H", "H", "H", "H", "H", "H", "H", "H", "H", "H", "H", "H", "H", "H", "H", "H", "H", "H", "H"], "xyz": [[0.3602, 6.4138, 0.7315], [-3.0127, 0.9437, 3.7364], [-2.9572, -3.1700, 2.9459], [1.9790, -1.9605, -0.3035], [2.6698, -6.9337, -1.6802], [6.9261, -1.4986, -0.1217], [-9.1419, 4.8540, -1.9275], [3.9360, 3.6171, 2.8786], [3.0664, 1.9530, -6.9548], [1.4311, -8.8572, -4.6329], [-5.8330, 4.8418, 1.5932], [2.8247, 4.2004, 5.3823], [-9.6449, -0.4268, 0.3965], [-5.1420, 1.7430, 4.0293], [8.9046, -4.0172, -3.6016], [-4.0475, 4.5475, 4.0020], [-3.6703, 3.6481, 1.6855], [-2.8041, 6.4976, 2.8074], [-3.1266, 5.7030, 4.1577], [0.6192, -8.8222, -5.8046], [-3.0554, -3.1403, 1.5246], [-0.8429, -8.9645, -5.4112], [-4.3131, -2.3888, 1.1213], [0.7199, 4.0353, 0.7781], [2.5735, -9.3256, -1.4419], [2.8353, 4.2632, 6.8084], [-10.4714, 5.6799, -3.7544], [4.2935, 1.4320, -6.4483], [4.3982, 1.7376, -4.9625], [5.5667, -0.7178, -1.9470], [-7.1510, 4.3601, 1.9756], [8.0700, -0.8123, -2.1240], [8.8887, -5.3339, -1.5880], [4.3538, -0.0648, -6.7107], [2.5584, 5.6274, 0.1505], [-9.5411, -1.8482, 0.4493], [-3.9315, 1.9976, 3.6744], [0.8669, -7.5218, -6.5530], [6.8267, -1.4677, -1.5448], [2.4807, -7.9841, -0.7328], [5.2498, 4.1622, 2.9384], [1.9635, -3.2803, 1.7078], [-9.0134, 3.6072, 3.6915], [-8.0976, 4.0090, 0.7652], [-8.6156, -2.3238, -0.6579], [-1.8110, -2.4852, 0.9455], [2.6285, 2.8685, 7.3773], [2.8171, -2.6662, 0.6097], [-7.5799, 4.1700, 3.4425], [-9.9820, 3.2207, 2.5376], [-9.5040, 3.4502, 1.0811], [1.3294, 5.4072, 1.0186], [-3.4768, 3.4654, 3.1532], [3.6004, -3.7298, -0.1426], [-5.0937, 3.6035, 1.2599], [6.0378, 3.4637, 4.0362], [10.5268, -5.7866, -3.4378], [-9.2392, 4.8858, -3.3494], [5.1650, 5.6607, 3.1858], [9.7425, -4.7215, -2.6874], [3.5226, -7.8658, 0.3684], [1.7519, 5.2200, 7.2797], [-7.9724, 5.4954, -3.9295], [-9.0314, -2.2641, 1.8181], [5.3384, 1.3642, -4.5484], [-7.6174, -1.8892, -0.5443], [4.2665, -4.2784, 0.5289], [-10.2073, 3.1823, 0.2293], [10.4336, -3.9936, -2.2534], [-1.1490, -8.1506, -4.7461], [-8.5242, -3.4134, -0.6557], [6.9824, -0.5864, 0.1926], [-1.8494, -2.4621, -0.1475], [6.1604, 6.1124, 3.2203], [4.6526, 5.8715, 4.1295], [-4.4256, -2.3628, 0.0335], [-3.6609, 6.4562, 4.8566], [-4.2091, 4.1090, 4.9265], [6.0809, 2.3867, 3.8518], [-7.7611, 4.1492, -0.3078], [2.9791, 6.6219, 0.3258], [1.4809, -7.8618, -0.3071], [3.5226, -0.5810, -6.2196], [2.9260, -4.4443, -0.6260], [3.3280, 4.8800, 0.3598], [5.1047, 1.9322, -6.9846], [11.1925, -6.3339, -2.7654], [3.3932, -8.6486, 1.1201], [0.7638, 4.8843, 6.9491], [-0.9132, -3.0280, 1.2528], [-10.4129, 6.7079, -3.3823], [-0.1689, 3.8955, 1.3998], [8.3222, -4.5586, -1.0648], [-7.8276, 6.5169, -3.5634], [0.2698, -7.4723, -7.4672], [1.3632, -2.5952, -0.6937], [-2.9003, -2.2545, 3.2605], [-5.1986, -2.8624, 1.5545], [-8.9894, -2.0066, -1.6355], [-1.4912, -8.9581, -6.2912], [-10.5832, 5.7084, -4.8416], [2.4155, -10.1527, -0.7449], [3.4516, -6.8922, 0.8612], [9.5053, -5.8677, -0.8602], [6.7635, -2.5039, -1.8891], [-2.0289, 7.3297, 3.0168], [8.0313, -0.7891, -3.2160], [-9.3396, 3.8520, -3.6913], [5.5553, 3.5994, 5.0090], [3.5053, 3.7774, 3.7342], [1.9589, 3.8663, 5.1049], [-2.3195, 5.8339, 1.9990], [-5.1403, 3.5256, 0.1107], [1.8270, -9.3906, -2.2372], [0.3979, 3.9283, -0.2632], [4.2661, -0.2707, -7.7810], [1.7455, 5.3028, 8.3694], [3.4077, 2.1890, 7.0209], [9.8519, -6.5016, -3.9195], [4.5867, 6.1480, 2.3961], [-10.5433, -2.2571, 0.2911], [1.6709, 2.4514, 7.0502], [3.5086, -1.9393, 1.0449], [8.9680, -1.3555, -1.8172], [4.6823, -1.1929, -1.5142], [1.2315, -3.9787, 1.2894], [2.6484, 2.8812, 8.4699], [8.1790, 0.2134, -1.7561], [0.9153, -9.6687, -6.4305], [-8.7563, -0.0712, 0.5364], [1.9065, 6.2152, 6.8539], [-2.3298, 3.4878, 3.3307], [2.3010, 5.5759, -0.9128], [-9.0526, 5.7644, -1.6136], [1.6013, 5.5084, 2.0729], [-3.1195, -4.1772, 1.1809], [-8.9531, -3.3519, 1.8969], [0.1126, 6.3324, -0.1989], [1.9232, -7.4275, -6.8193], [4.2000, -3.2752, -0.9359], [-11.0262, 2.7833, 2.7014], [2.5802, -3.8156, 2.4348], [5.4532, -0.6914, -3.0340], [8.2889, -4.6518, -3.9916], [-4.2925, -1.3600, 1.4953], [4.3418, 2.8153, -4.7871], [-6.8798, 4.4320, 4.3087], [5.5873, 0.3111, -1.5729], [-1.7023, -1.4600, 1.3129], [-7.0944, 4.9216, -3.6212], [3.5688, 1.2838, -4.4105], [8.1571, -6.0333, -2.0059], [-9.7008, -1.9044, 2.6039], [3.5526, -9.4504, -1.9158], [4.5349, -7.9397, -0.0424], [-8.0474, -1.8275, 2.0161], [-2.1321, 5.4461, 4.6651], [3.5518, -7.0327, -2.0631], [-1.0043, -9.8974, -4.8644], [5.7237, 3.9757, 1.9700], [1.4348, 3.2405, 1.0059], [1.1772, -8.1114, -4.0710], [5.2926, -0.4918, -6.3481], [2.3421, 1.5168, -6.4867], [-3.1605, 2.8934, 1.1981], [-9.3174, 3.4843, 4.7856], [0.6198, -6.6583, -5.9272], [-11.3725, 5.2376, -3.3213], [7.0592, 3.8498, 4.0961], [11.1267, -5.3336, -4.2318], [-5.6904, 2.7080, 1.6614], [-8.0094, 5.5182, -5.0219], [3.8163, 4.6415, 7.1098], [-3.7187, 7.0188, 2.3474], [1.3973, -2.5060, 2.2322]], "lowdin_charge": [-0.06, -0.24, -0.06, -0.06, -0.07, -0.06, -0.08, -0.07, -0.06, -0.07, -0.14, -0.08, -0.06, -0.11, -0.06, -0.04, 0.00, -0.12, -0.28, -0.50, -0.50, -0.07, -0.07, -0.05, -0.06, -0.48, -0.07, -0.50, -0.07, -0.05, -0.20, -0.06, -0.06, -0.07, -0.07, -0.51, -0.52, -0.07, -0.50, -0.49, -0.49, -0.06, -0.07, 0.00, -0.07, -0.06, -0.06, -0.49, 0.01, -0.09, -0.08, -0.50, -0.30, -0.06, -0.21, -0.06, -0.07, -0.49, -0.06, -0.50, -0.06, -0.06, -0.06, -0.06, 0.07, 0.08, 0.08, 0.08, 0.14, 0.08, 0.08, 0.09, 0.08, 0.08, 0.08, 0.07, 0.11, 0.11, 0.08, 0.08, 0.07, 0.14, 0.08, 0.07, 0.07, 0.14, 0.08, 0.08, 0.09, 0.05, 0.08, 0.07, 0.07, 0.08, 0.08, 0.09, 0.09, 0.07, 0.08, 0.08, 0.08, 0.08, 0.07, 0.08, 0.13, 0.07, 0.08, 0.14, 0.07, 0.04, 0.11, 0.06, 0.13, 0.06, 0.08, 0.08, 0.08, 0.08, 0.08, 0.07, 0.13, 0.09, 0.14, 0.07, 0.06, 0.07, 0.08, 0.08, 0.14, 0.09, 0.08, 0.14, 0.08, 0.10, 0.13, 0.13, 0.08, 0.09, 0.08, 0.06, 0.08, 0.08, 0.07, 0.09, 0.09, 0.08, 0.10, 0.09, 0.09, 0.08, 0.08, 0.08, 0.08, 0.09, 0.08, 0.08, 0.10, 0.09, 0.08, 0.13, 0.08, 0.08, 0.08, 0.09, 0.12, 0.08, 0.08, 0.08, 0.08, 0.08, 0.13, 0.08, 0.14, 0.07, 0.08], "lumo_ev": 1.48, "charge": -1, "orbital_gap_ev": 5.96, "homo_ha": -0.1647}


{"formula": "C3H5FO2S", "method": "ωB97M-V with the def2-TZVPD basis set", "species": ["S", "F", "O", "O", "C", "C", "C", "H", "H", "H", "H", "H"], "xyz": [[0.2278, -1.2965, -2.6086], [-1.9573, -1.4103, 0.2092], [1.2330, -0.4318, -1.6036], [0.1212, -0.5820, -3.8579], [1.0015, -0.5058, -0.2390], [-1.5148, -0.2610, -0.3433], [-0.2761, 0.3111, 0.1797], [-0.1716, 1.3324, -0.1821], [0.8584, -1.5435, 0.0848], [1.8798, -0.0845, 0.2567], [-2.2285, 0.2168, -0.9845], [-0.2604, 0.2964, 1.2739]], "lowdin_charge": [0.96, 0.00, -0.42, -0.50, -0.29, -0.16, -0.17, 0.12, 0.12, 0.13, 0.10, 0.12], "lumo_ev": [0.23, -0.50], "charge": 0, "e_above_lowest_kj_mol": 269.9, "orbital_gap_ev": [8.62, 7.68], "homo_ha": [-0.3081, -0.3008]}